C4H36BO26 | ωB97M-V with the def2-TZVPD basis set

Structure (XYZ):
```
67
Properties=species:S:1:pos:R:3:forces:R:3:nbo_charge:R:1
O -2.534810 1.213588 -2.405640 -0.3 -0.1 -0.3 -0.571
C -1.851423 0.981699 -1.458193 0.4 -0.1 0.2 0.701
O -0.929324 0.027826 -1.376313 -0.1 0.0 0.2 -0.666
B -0.212980 0.157928 -0.100204 0.4 0.2 -0.1 1.171
O -0.947127 1.156007 0.666643 -0.1 0.3 -0.1 -0.624
C -1.854025 1.732819 -0.101029 0.1 -0.4 0.1 0.724
O -2.580667 2.641149 0.194965 0.1 -0.1 0.1 -0.591
O 1.196340 0.599708 -0.389372 0.1 -0.2 0.1 -0.617
C 2.052102 -0.328118 -0.051173 -1.2 0.6 -0.7 0.721
O 3.227239 -0.309227 -0.329287 0.4 -0.3 0.4 -0.671
C 1.242926 -1.418256 0.705691 0.5 0.5 0.5 0.703
O -0.021277 -1.107743 0.642248 -0.3 0.0 -0.3 -0.624
O 1.734274 -2.304442 1.353643 -0.1 -0.4 -0.3 -0.612
O 6.143735 -0.132222 -0.182063 0.2 0.1 0.1 -0.959
H 5.299744 0.300825 -0.003847 -0.1 -0.1 -0.1 0.494
H 6.667787 -0.005874 0.615004 0.0 0.0 0.0 0.475
O 2.929599 0.376441 -3.251276 0.1 0.1 0.0 -0.944
H 3.702677 0.281249 -3.814559 0.0 -0.1 0.0 0.463
H 3.269887 0.305711 -2.350897 0.0 0.0 0.0 0.477
O -5.919073 4.000602 0.214080 -0.3 0.1 -0.1 -0.970
H -5.677850 3.212922 0.710180 0.0 0.0 0.0 0.470
H -5.818129 3.746595 -0.716987 0.1 0.0 0.2 0.494
O -0.051099 -3.509015 3.609855 0.0 0.0 0.0 -0.964
H -0.216978 -3.855989 4.491308 0.0 0.0 0.0 0.475
H 0.907648 -3.592143 3.491955 -0.1 0.1 0.1 0.498
O -5.853745 1.330688 -3.656452 -0.1 -0.1 -0.1 -0.935
H -5.033477 0.860004 -3.839387 0.0 0.0 0.1 0.474
H -5.881302 2.048242 -4.295526 0.0 0.0 0.0 0.462
O 3.322891 2.349262 1.601102 0.2 0.0 0.0 -0.933
H 3.417942 2.617411 0.681230 -0.1 0.0 0.0 0.472
H 3.451873 1.396038 1.588950 0.0 0.0 0.0 0.462
O -1.348631 3.932368 -3.281098 0.0 0.1 0.0 -0.939
H -2.037188 4.591145 -3.414416 0.0 0.0 0.0 0.470
H -1.327281 3.409929 -4.088806 0.0 0.0 0.0 0.472
O -0.951774 -1.744297 -3.827110 0.1 0.2 -0.2 -0.951
H -1.790283 -1.823036 -4.288644 -0.1 0.0 0.1 0.458
H -1.132896 -1.125333 -3.105725 0.1 -0.2 0.0 0.488
O -0.221467 -0.582289 3.948794 -0.1 -0.1 0.0 -0.960
H -0.137673 -1.540634 3.816924 0.0 0.0 0.0 0.490
H 0.566917 -0.199316 3.556547 0.0 0.0 0.0 0.458
O 2.870304 -3.055760 4.487475 -0.2 -0.2 -0.3 -0.966
H 3.227838 -3.909452 4.751706 0.1 0.1 0.1 0.464
H 3.234096 -2.915645 3.596022 0.3 0.2 0.2 0.499
O -3.402198 5.994507 -0.222158 0.1 0.2 -0.2 -0.967
H -4.358655 6.100404 -0.259418 0.0 -0.2 0.1 0.480
H -3.221237 5.330027 -0.899600 -0.1 -0.1 0.1 0.484
O -0.852848 -4.075915 0.695497 0.0 0.1 -0.2 -0.959
H -1.692843 -3.947663 1.146919 0.0 0.0 0.1 0.474
H -0.237775 -3.506826 1.175681 0.0 -0.2 0.2 0.487
O -4.230094 3.490341 -1.878113 0.1 0.4 -0.1 -1.009
H -3.786173 3.194950 -1.061816 0.0 0.0 -0.2 0.499
H -3.728538 3.041419 -2.567467 -0.1 -0.2 0.1 0.491
O 2.416665 -5.407798 1.640335 0.0 -0.1 0.2 -0.935
H 2.825470 -4.834982 2.298705 0.1 0.0 -0.2 0.466
H 2.653273 -5.008755 0.797811 -0.1 0.0 0.0 0.469
O -2.570330 4.921912 2.504564 0.0 0.0 0.1 -0.958
H -2.665745 5.820581 2.175792 0.0 0.0 -0.1 0.470
H -2.731563 4.388208 1.717154 0.0 0.0 0.0 0.487
O 4.947603 -2.613544 -1.020928 -0.1 0.0 0.2 -0.978
H 5.604737 -1.931639 -0.814096 0.0 0.0 -0.1 0.489
H 4.125938 -2.142266 -0.819875 0.1 0.0 -0.2 0.476
O -2.498720 -2.966069 -1.388722 -0.2 0.2 0.1 -0.962
H -1.740319 -2.827835 -0.803188 -0.1 -0.2 0.0 0.489
H -2.324952 -3.831853 -1.767570 0.1 0.0 0.0 0.467
O 4.372269 -3.058737 2.035125 -0.1 -0.1 0.0 -0.985
H 5.223051 -2.914005 1.613785 0.1 -0.1 -0.1 0.492
H 3.737619 -3.025801 1.305259 0.1 0.3 0.1 0.497
```
Positions in Å, forces in eV/Å.

Energy above the lowest of the compared OMol25 structures with the same formula, charge and spin, eV: 0.507
Strongest force on any atom, Eh/bohr: 0.029
Net charge: -1
Gap between HOMO and LUMO, eV: 10.13
Lowest unoccupied orbital energy, eV: 1.854